[1]
A molecular structure, C17H34Al2B2BeCl2F12KN3O8P in a non-equilibrium geometry, computed with the ωB97M-V functional and the def2-TZVPD basis.

2S+1: 1
Net charge: +1
Kohn-Sham gap: 1.46 eV
E: -5043.52454 hartree

Element x y z (Å)
C  1.541  -1.054  1.697
C  0.632  -0.859  0.480
C  0.278  0.569  0.245
C  -0.733  0.868  -0.844
N  1.539  1.395  0.103
C  2.692  0.924  -0.294
N  2.988  0.027  -1.257
N  3.755  1.538  0.428
C  3.183  2.857  0.704
F  3.013  3.383  -0.566
C  3.984  3.766  1.560
B  5.505  3.333  1.740
O  6.468  4.125  1.251
O  5.829  2.145  2.386
C  1.790  2.383  1.156
P  0.409  3.618  1.356
C  -0.276  3.327  3.055
C  0.671  2.909  4.189
C  1.051  5.328  1.392
C  1.439  5.838  0.002
H  1.015  -1.654  2.423
H  1.860  -0.140  2.184
H  2.377  -1.648  1.388
H  -0.287  -1.383  0.668
H  1.017  -1.316  -0.412
H  -0.197  0.944  1.155
H  -1.035  1.912  -0.727
H  -0.228  0.765  -1.772
H  -1.602  0.229  -0.805
H  2.890  0.174  -2.300
H  3.280  -0.900  -0.954
H  3.933  1.059  1.311
H  3.995  4.722  1.061
H  3.511  3.940  2.515
H  7.271  4.031  1.787
H  6.082  1.488  1.723
H  1.992  1.841  2.077
H  -1.072  2.553  2.884
H  -0.801  4.212  3.370
H  0.587  1.846  4.432
H  0.421  3.443  5.088
H  1.700  3.081  3.925
H  0.221  5.924  1.740
H  1.852  5.485  2.100
H  1.167  6.879  -0.054
H  0.873  5.313  -0.750
H  2.495  5.760  -0.175
C  -3.631  -5.575  0.640
C  -3.534  -4.378  -0.260
O  -4.234  -3.244  0.397
C  -3.535  -2.529  1.302
O  -2.401  -2.679  1.612
C  -4.411  -1.404  1.873
F  -5.643  -1.871  2.207
F  -4.569  -0.422  0.995
F  -3.845  -0.885  2.975
H  -4.693  -5.787  0.885
H  -3.206  -6.448  0.152
H  -3.099  -5.418  1.577
H  -4.061  -4.548  -1.196
H  -2.510  -4.108  -0.505
O  3.440  -3.423  0.269
H  4.080  -3.665  -0.410
H  3.824  -3.783  1.076
Cl  -2.226  3.788  -0.775
K  -1.411  2.657  -3.082
C  -2.825  -0.811  -5.294
O  -2.348  0.098  -4.628
O  -2.243  -1.810  -5.770
O  -4.020  -0.949  -5.622
Al  -1.693  0.963  3.141
Cl  1.185  -0.482  -2.855
B  0.640  -5.263  -0.644
F  1.662  -6.115  -0.247
F  0.320  -4.361  0.431
F  1.044  -4.514  -1.754
F  -0.508  -6.005  -0.961
F  -6.877  -3.029  -6.959
Al  -5.674  -3.582  -8.015
F  -6.205  -4.951  -8.840
F  -4.290  -3.949  -7.098
F  -5.284  -2.352  -9.108
Be  -6.142  -3.891  1.069

Cartesian forces (eV/Å) of the 3 atoms listed first:
C -0.49 -0.43 -0.42
C -0.06 -0.11 0.53
C -0.46 0.15 -1.18

=====

[2]
8 unconnected molecules or ions with the total composition C52H51ClF7N2O2 in a non-equilibrium geometry, computed with the ωB97M-V functional and the def2-TZVPD basis.

2S+1: 1
Net charge: +1
Kohn-Sham gap: 5.81 eV
E: -3431.04477 hartree

Element x y z (Å)
O  0.455  1.586  -1.424
C  -0.858  1.135  -1.704
C  -1.747  1.162  -0.472
C  -3.217  0.915  -0.855
C  -3.950  2.195  -1.096
C  -3.979  3.242  -0.149
N  -4.574  4.389  -0.293
N  -5.207  4.614  -1.449
C  -5.815  5.952  -1.583
C  -4.862  6.874  -2.352
C  -3.827  7.515  -1.414
O  -2.525  7.532  -1.977
C  -5.255  3.683  -2.392
Cl  -6.093  4.042  -3.840
C  -4.640  2.443  -2.271
H  0.429  2.246  -0.726
H  -0.746  0.119  -2.074
H  -1.298  1.774  -2.479
H  -1.411  0.443  0.270
H  -1.617  2.143  -0.011
H  -3.730  0.347  -0.080
H  -3.269  0.339  -1.776
H  -3.473  3.099  0.794
H  -5.929  6.288  -0.558
H  -6.809  5.877  -2.006
H  -4.305  6.253  -3.052
H  -5.403  7.655  -2.875
H  -4.115  8.534  -1.150
H  -3.752  6.947  -0.490
H  -2.604  7.712  -2.919
H  -4.689  1.714  -3.062
F  -1.755  -0.205  2.869
C  -1.392  -1.509  2.743
C  -2.380  -2.468  2.655
C  -2.010  -3.797  2.512
C  -0.666  -4.142  2.470
C  0.313  -3.162  2.566
C  -0.051  -1.829  2.699
H  -3.422  -2.177  2.695
H  -2.772  -4.559  2.432
H  -0.381  -5.180  2.360
H  1.361  -3.432  2.533
H  0.694  -1.046  2.766
F  3.354  -3.567  2.182
C  4.537  -3.281  2.786
C  5.461  -2.515  2.107
C  6.666  -2.223  2.730
C  6.927  -2.703  4.005
C  5.981  -3.475  4.665
C  4.769  -3.767  4.055
H  5.238  -2.158  1.110
H  7.403  -1.620  2.217
H  7.870  -2.476  4.484
H  6.186  -3.854  5.657
H  4.014  -4.362  4.552
F  0.737  -0.847  -8.693
C  0.869  -0.347  -7.451
C  0.739  -1.198  -6.371
C  0.879  -0.678  -5.093
C  1.137  0.675  -4.911
C  1.261  1.510  -6.013
C  1.131  0.999  -7.296
H  0.533  -2.247  -6.536
H  0.789  -1.333  -4.236
H  1.245  1.077  -3.911
H  1.461  2.565  -5.874
H  1.232  1.630  -8.169
F  10.087  -2.628  2.853
C  10.862  -2.869  3.932
C  11.087  -1.847  4.832
C  11.879  -2.101  5.943
C  12.435  -3.358  6.132
C  12.197  -4.368  5.210
C  11.400  -4.128  4.101
H  10.650  -0.873  4.661
H  12.062  -1.313  6.661
H  13.055  -3.550  6.998
H  12.632  -5.348  5.354
H  11.195  -4.903  3.374
F  -4.149  9.715  -4.218
C  -4.195  9.407  -5.538
C  -4.071  8.086  -5.905
C  -4.116  7.752  -7.251
C  -4.278  8.747  -8.204
C  -4.399  10.074  -7.809
C  -4.362  10.414  -6.464
H  -3.933  7.332  -5.140
H  -4.024  6.717  -7.554
H  -4.310  8.489  -9.253
H  -4.522  10.849  -8.552
H  -4.460  11.440  -6.136
F  -2.350  -5.605  -1.540
C  -1.114  -6.140  -1.432
C  -0.191  -5.524  -0.612
C  1.077  -6.075  -0.499
C  1.405  -7.222  -1.209
C  0.460  -7.822  -2.030
C  -0.814  -7.283  -2.144
H  -0.464  -4.627  -0.075
H  1.810  -5.605  0.145
H  2.395  -7.648  -1.121
H  0.714  -8.714  -2.586
H  -1.566  -7.740  -2.773
F  -4.263  -4.466  4.635
C  -4.180  -4.018  5.908
C  -4.343  -4.918  6.941
C  -4.253  -4.457  8.246
C  -4.012  -3.113  8.498
C  -3.855  -2.227  7.442
C  -3.935  -2.679  6.133
H  -4.536  -5.959  6.722
H  -4.372  -5.150  9.068
H  -3.946  -2.758  9.518
H  -3.670  -1.180  7.636
H  -3.807  -2.007  5.295

Cartesian forces (eV/Å) of the 3 atoms listed first:
O 0.02 -0.21 -0.02
C 0.33 0.31 0.32
C 0.11 -0.11 -0.08

=====

[3]
2 unconnected molecules or ions with the total composition C2H6O3 in a non-equilibrium geometry, computed with the ωB97M-V functional and the def2-TZVPD basis.

2S+1: 1
Net charge: 0
Kohn-Sham gap (alpha / beta): 10.02 / 10.02 eV
E: -305.35288 hartree

Element x y z (Å)
C  1.198  0.384  0.305
C  0.257  -0.171  -0.677
O  0.078  -1.451  -0.285
O  -2.142  0.174  0.549
O  -1.514  0.756  -0.590
H  0.788  0.245  1.337
H  2.085  -0.272  0.220
H  1.339  1.409  0.130
H  0.409  0.070  -1.728
H  -0.798  -1.785  -0.587
H  -1.700  0.641  1.327

Cartesian forces (eV/Å) of the 3 atoms listed first:
C -0.52 -0.76 1.04
C -2.15 0.49 0.58
O -1.78 -0.24 -0.84

=====

[4]
A molecular structure, C18H27FeO7P in a non-equilibrium geometry, computed with the ωB97M-V functional and the def2-TZVPD basis.

Expectation value of S²: 6.141
2S+1: 5
Net charge: 0
Kohn-Sham gap (alpha / beta): 6.95 / 6.01 eV
E: -2833.66984 hartree

Element x y z (Å)
C  3.045  2.717  2.162
C  1.585  2.444  2.400
O  1.426  1.303  3.326
P  0.694  0.026  2.700
C  -0.622  -0.356  3.763
C  -1.983  -0.208  3.412
O  -2.950  -0.794  3.883
O  -2.098  0.702  2.373
C  -3.217  0.414  1.508
C  -3.023  -0.812  0.647
O  0.465  0.117  1.236
O  1.747  -1.167  3.063
C  1.380  -2.378  2.354
C  2.373  -3.509  2.507
H  3.126  3.460  1.368
H  3.517  3.079  3.075
H  3.521  1.791  1.836
H  1.032  3.294  2.816
H  1.125  2.143  1.442
H  -0.437  -0.959  4.633
H  -4.092  0.245  2.151
H  -3.350  1.315  0.895
H  -3.902  -0.925  0.011
H  -2.125  -0.724  0.029
H  -2.962  -1.695  1.293
H  0.393  -2.714  2.727
H  1.302  -2.141  1.280
H  1.899  -4.341  1.982
H  3.313  -3.268  2.007
H  2.522  -3.773  3.555
C  0.778  0.803  -2.492
C  -0.431  0.556  -3.376
C  -1.459  -0.365  -2.969
Fe  -0.668  -1.049  -4.665
C  -0.678  -2.661  -3.738
O  -0.735  -3.584  -3.029
C  1.203  -1.087  -4.752
O  2.353  -0.914  -4.688
C  -2.473  -1.422  -5.574
C  -1.420  -2.225  -6.140
C  -0.403  -1.334  -6.636
C  -0.838  0.023  -6.381
C  -2.109  -0.037  -5.717
H  0.572  1.533  -1.693
H  1.128  -0.111  -1.998
H  1.589  1.226  -3.092
H  -0.710  1.484  -3.902
H  -1.284  -0.907  -2.029
H  -2.540  -0.158  -3.086
H  -3.413  -1.802  -5.179
H  -1.434  -3.298  -6.296
H  0.440  -1.632  -7.245
H  -0.316  0.922  -6.698
H  -2.721  0.822  -5.447

Cartesian forces (eV/Å) of the 3 atoms listed first:
C -0.15 -0.14 0.32
C -0.44 -0.37 -0.49
O -0.52 0.03 -0.52

=====

[5]
3 unconnected molecules or ions with the total composition C5H18NO2 in a non-equilibrium geometry, computed with the ωB97M-V functional and the def2-TZVPD basis.

Expectation value of S²: 0.753
2S+1: 2
Net charge: +2
Kohn-Sham gap (alpha / beta): 10.86 / 3.18 eV
E: -405.71898 hartree

Element x y z (Å)
C  0.436  0.312  0.634
C  -0.396  1.555  0.792
C  -1.738  1.657  1.491
C  -2.075  3.163  1.914
C  -2.862  1.124  0.558
N  0.521  -0.033  -0.870
H  -0.036  -0.512  1.176
H  1.503  0.496  1.047
H  -0.512  2.175  -0.101
H  0.392  2.312  1.272
H  -1.645  1.181  2.433
H  -2.505  3.506  2.809
H  -2.812  3.553  1.102
H  -1.037  3.613  1.864
H  -2.579  0.120  0.345
H  -3.797  1.180  1.165
H  -2.658  1.663  -0.386
H  1.173  -0.871  -0.852
H  -0.395  -0.351  -1.226
H  0.921  0.603  -1.559
H  3.953  -4.040  -1.683
H  3.097  -4.917  -2.557
O  3.317  -4.010  -2.395
H  2.073  -2.715  -1.938
H  2.161  -2.580  -0.416
O  1.542  -2.372  -1.198

Cartesian forces (eV/Å) of the 3 atoms listed first:
C 0.51 0.87 -0.81
C -0.10 1.94 0.64
C 3.07 4.34 2.73

=====

[6]
2 unconnected molecules or ions with the total composition C3H7IN in a non-equilibrium geometry, computed with the ωB97M-V functional and the def2-TZVPD basis.

2S+1: 1
Net charge: +1
Kohn-Sham gap: 8.13 eV
E: -470.60043 hartree

Element x y z (Å)
C  -1.182  -0.353  1.057
C  0.197  0.167  1.197
C  -0.676  0.632  0.145
N  -0.810  1.281  -0.935
I  3.226  -1.245  -1.806
H  -1.416  -1.340  0.499
H  -1.939  -0.268  1.715
H  0.093  1.059  1.870
H  1.164  -0.385  1.406
H  3.130  -2.725  -2.604
H  -1.745  1.526  -1.105
H  -0.043  1.651  -1.438

Cartesian forces (eV/Å) of the 3 atoms listed first:
C -0.43 -2.74 -2.86
C 1.45 0.85 1.54
C 1.81 -1.27 0.05